Below is a molecular structure, C14H22AuIN4O2 at a distorted geometry, with properties calculated with ωB97M-V/def2-TZVPD.

Its expectation value of S² is 2.004. The calculation puts the maximum force at 5.6 eV/A. The relative energy (zero: lowest compared OMol25 entry of this formula, charge and spin) comes out at 0.0 kJ/mol. As for the spin multiplicity: 3. The value obtained for the HOMO energy (alpha / beta) is 3.095 / 0.977 eV. For the HOMO-LUMO gap (alpha / beta), the calculation gives 1.6 / 3.7 eV. As for the charge: -2.

Last column: natural (NBO) charge in e.
CARTESIAN COORDINATES (ANGSTROEM)
C -3.6375 2.8847 1.4337  -0.767
I -1.1001 2.6812 -0.6575  -0.852
H -3.2816 3.8166 0.9843  0.280
H -3.5313 3.0066 2.5203  0.209
H -4.6631 2.7472 1.0300  0.225
C -2.1600 -2.9136 -1.9483  -0.396
C -1.8638 -2.2277 -3.0892  -0.342
N -1.2309 -1.0177 -2.6595  -0.416
C -1.2739 -0.9079 -1.3066  0.046
N -1.7830 -2.0908 -0.8583  -0.417
H -2.5895 -3.9191 -1.8729  0.195
H -1.9247 -2.4618 -4.1558  0.212
C 2.4532 0.8552 2.8382  -0.119
C 1.8857 0.6279 0.6852  -0.028
N 2.0381 -0.0428 1.9196  -0.448
H 3.0184 3.0151 2.6037  0.192
N 2.4712 1.8936 0.8944  -0.462
H 2.5616 0.6612 3.8581  0.185
Au -0.2790 0.5295 -0.0902  0.496
C -3.4935 1.3031 1.4308  0.574
O -3.9119 0.4285 2.1638  -0.585
C 2.7350 2.0475 2.2256  -0.107
C 2.6082 2.9370 -0.1513  -0.431
H 2.7871 2.4152 -1.1435  0.267
H 3.4843 3.5873 0.1735  0.163
H 1.6289 3.5293 -0.1244  0.214
C 1.5779 -1.3742 2.3006  -0.408
H 1.4110 -1.3725 3.4002  0.184
H 2.3131 -2.1377 2.0202  0.182
H 0.5952 -1.5519 1.8328  0.198
C -1.7894 -2.4473 0.5590  -0.508
H -2.3417 -3.3723 0.7490  0.196
H -2.1915 -1.6320 1.1698  0.230
H -0.7634 -2.6470 0.9262  0.189
C -0.6605 0.0187 -3.5518  -0.448
H -1.4180 0.9011 -3.7105  0.223
H -0.4015 -0.5279 -4.5384  0.191
H 0.3070 0.3038 -3.0182  0.256
C 1.9042 -1.6690 -0.6522  -0.737
C 2.2140 -0.1831 -0.5986  0.454
O 2.7816 0.4074 -1.5405  -0.725
H 0.9490 -1.9343 -0.1355  0.224
H 2.7576 -2.1969 -0.1969  0.194
H 1.8073 -1.9702 -1.7190  0.223

---

Below is a molecular structure, C9H36BeN18O9 at a distorted geometry, with properties calculated with ωB97M-V/def2-TZVPD.

The calculation puts the maximum force at 2.0 eV/A. The relative energy (zero: lowest compared OMol25 entry of this formula, charge and spin) comes out at 95.0 kJ/mol. The value obtained for the HOMO energy is -13.994 eV. For the HOMO-LUMO gap, the calculation gives 9.9 eV. As for the charge: +2.

Last column: Löwdin charge in e.
CARTESIAN COORDINATES (ANGSTROEM)
Be 0.1445 -0.1453 0.2041  0.921
C -0.2355 0.6813 -3.3982  -0.664
O -0.0229 0.1740 -2.3026  -0.010
N -1.2860 0.3114 -4.1881  0.175
N 0.6124 1.5669 -3.9992  0.199
H -1.2962 0.4159 -5.1888  0.111
H -1.8896 -0.4290 -3.8654  0.081
H 0.5181 1.6499 -4.9941  0.112
H 1.3477 1.9133 -3.4069  0.086
C -0.6736 -2.5628 2.6274  -0.618
O -0.3617 -1.9158 1.6414  0.009
N -0.3160 -3.8707 2.7866  0.173
N -1.3629 -2.0683 3.6943  0.184
H 0.3554 -4.2624 2.1550  0.102
H -0.5934 -4.3509 3.6216  0.102
H -1.6930 -1.1242 3.6447  0.055
H -1.4102 -2.5558 4.5689  0.106
C -2.1751 2.6107 -1.0030  -0.630
O -1.0296 2.3527 -0.6351  -0.003
N -2.5361 2.6215 -2.3185  0.186
N -3.1544 3.0006 -0.1106  0.168
H -1.7309 2.5244 -2.9085  0.079
H -3.4615 2.8696 -2.6093  0.108
H -4.0081 3.3453 -0.5152  0.098
H -2.6848 3.5251 0.6111  0.097
C 3.2134 1.0542 -1.5932  -0.648
O 2.3496 0.6733 -0.8116  0.007
N 3.3705 2.3655 -1.9796  0.157
N 3.9085 0.1781 -2.3568  0.176
H 3.5274 2.4482 -2.9689  0.097
H 2.8876 3.0727 -1.4546  0.110
H 3.6319 -0.7888 -2.3382  0.082
H 4.7173 0.4191 -2.9020  0.112
C 3.1595 -1.1426 2.0561  -0.638
O 2.1653 -0.9024 1.3950  0.003
N 3.4159 -2.3809 2.5785  0.168
N 4.2012 -0.2692 2.1742  0.174
H 4.3050 -2.6271 2.9724  0.101
H 2.8292 -3.1194 2.2358  0.096
H 4.0667 0.6058 1.6992  0.104
H 4.9049 -0.4079 2.8750  0.103
C 1.3818 -2.6766 -1.9112  -0.651
O 0.9565 -2.1445 -0.8947  0.024
N 1.3778 -4.0258 -2.0846  0.181
N 1.8210 -1.9734 -2.9875  0.170
H 1.2823 -4.6020 -1.2676  0.113
H 1.5460 -4.4577 -2.9739  0.107
H 1.4767 -1.0248 -3.0269  0.069
H 2.2760 -2.3658 -3.7914  0.117
C -2.5410 0.9182 2.8930  -0.668
O -2.0073 0.4918 1.8780  0.014
N -3.5758 0.2527 3.4948  0.156
N -2.3320 2.1416 3.4348  0.184
H -4.0376 -0.5040 3.0238  0.113
H -4.0466 0.6104 4.3069  0.105
H -2.8065 2.3998 4.2809  0.108
H -1.6096 2.7456 3.0897  0.072
C 0.7026 2.5827 2.2213  -0.654
O 0.6973 1.6736 1.4090  0.024
N 0.9329 2.4533 3.5468  0.184
N 0.3788 3.8422 1.7961  0.178
H 0.9445 1.5768 4.0396  0.120
H 1.1063 3.2133 4.1830  0.114
H 0.5644 4.6685 2.3348  0.110
H -0.0741 3.8855 0.8974  0.088
C -2.4619 -1.6962 -1.3303  -0.613
O -1.6957 -1.2745 -0.4780  0.025
N -3.8205 -1.6331 -1.2463  0.191
N -1.9983 -2.2501 -2.4925  0.171
H -4.1846 -1.1979 -0.4184  0.114
H -4.3591 -1.8774 -2.0547  0.106
H -1.0028 -2.3938 -2.5000  0.083
H -2.6017 -2.8142 -3.0646  0.115

---

Below is 2 unconnected molecules or ions with the total composition C7H4O3 at a distorted geometry, with properties calculated with ωB97M-V/def2-TZVPD.

The calculation puts the maximum force at 3.7 eV/A. The relative energy (zero: lowest compared OMol25 entry of this formula, charge and spin) comes out at 219.0 kJ/mol. Its SMILES is O=C=C=C=O.C=CC=C=O. The value obtained for the HOMO energy is -8.419 eV. For the HOMO-LUMO gap, the calculation gives 8.6 eV.

Last column: natural (NBO) charge in e.
CARTESIAN COORDINATES (ANGSTROEM)
O -1.9210 3.1137 -1.4324  -0.434
C -1.9736 2.2639 -0.6620  0.757
C -2.0635 1.2559 0.1040  -0.678
C -2.2681 0.5561 1.1465  0.783
O -2.5109 -0.1571 2.0178  -0.424
C 1.7444 -1.8537 0.2965  -0.414
C 1.7886 -0.5052 0.4613  -0.197
C 0.7844 0.3356 -0.2388  -0.578
C 0.0824 -0.3311 -1.1933  0.750
O -0.4552 -1.1696 -1.8535  -0.458
H 2.5347 -2.4739 0.8423  0.210
H 0.9004 -2.3660 -0.1710  0.199
H 2.6886 -0.0983 0.8468  0.221
H 0.6687 1.4297 -0.1644  0.263

---

Below is 2 unconnected molecules or ions with the total composition C5H15NOS at a distorted geometry, with properties calculated with ωB97M-V/def2-TZVPD.

The calculation puts the maximum force at 5.2 eV/A. The relative energy (zero: lowest compared OMol25 entry of this formula, charge and spin) comes out at 285.5 kJ/mol. Its SMILES is CCCNCCS.O. The value obtained for the HOMO energy is -8.668 eV. For the HOMO-LUMO gap, the calculation gives 9.1 eV.

Last column: natural (NBO) charge in e.
CARTESIAN COORDINATES (ANGSTROEM)
C 0.4077 -0.1821 2.7565  -0.586
C 1.5392 -0.5632 1.6779  -0.424
C 0.8667 -1.2510 0.5264  -0.228
N 1.0303 -0.6657 -0.8523  -0.654
C -0.1295 -0.4828 -1.6870  -0.251
C -0.6698 0.8926 -1.9506  -0.479
S 0.3676 2.0697 -3.1628  -0.069
H 0.0414 -0.9687 3.3389  0.208
H 0.8413 0.5406 3.4611  0.203
H -0.2813 0.3186 2.1385  0.190
H 1.9935 0.3811 1.5402  0.206
H 2.3371 -1.2191 2.0736  0.210
H -0.1984 -1.3421 0.6497  0.171
H 1.3532 -2.1839 0.3070  0.204
H 1.6439 0.1272 -0.5800  0.362
H -1.0142 -1.1525 -1.2983  0.184
H 0.1420 -1.0414 -2.6501  0.198
H -1.6971 0.9535 -2.4287  0.251
H -0.8333 1.1772 -0.8520  0.193
H 1.4102 2.1084 -2.4064  0.106
O -3.4162 0.8508 -0.5050  -0.923
H -2.7179 0.0720 -0.2388  0.460
H -3.0165 1.5608 0.1424  0.468

---

Below is 2 unconnected molecules or ions with the total composition C4H13N3O at a distorted geometry, with properties calculated with ωB97M-V/def2-TZVPD.

The calculation puts the maximum force at 11.7 eV/A. The relative energy (zero: lowest compared OMol25 entry of this formula, charge and spin) comes out at 348.2 kJ/mol. Its SMILES is N/C=C(\N)CCN.O. The value obtained for the HOMO energy is -7.224 eV. For the HOMO-LUMO gap, the calculation gives 8.0 eV.

Last column: natural (NBO) charge in e.
CARTESIAN COORDINATES (ANGSTROEM)
N 0.1375 -0.0853 2.4726  -0.859
C 0.0825 -0.7466 1.1937  -0.112
C 0.0934 0.0235 0.0415  0.101
N 0.4892 1.4180 0.0212  -0.856
C -0.3766 -0.4416 -1.3114  -0.470
C -1.9068 -0.6243 -1.2283  -0.229
N -2.5045 0.6992 -1.4734  -0.866
H -0.1448 0.9233 2.4209  0.369
H -0.1805 -0.7005 3.1962  0.385
H -0.0201 -1.7945 1.3093  0.205
H 0.1031 1.9558 -0.7264  0.380
H 0.5668 2.0022 0.9255  0.376
H 0.1149 -1.4391 -1.5674  0.228
H 0.0957 0.1490 -2.1499  0.218
H -2.1475 -1.1542 -0.3013  0.206
H -2.5503 -1.2378 -1.8973  0.207
H -2.3926 1.0025 -2.3940  0.360
H -2.2922 1.4536 -0.7284  0.358
O 3.5439 -0.5440 0.2520  -0.916
H 2.8594 -0.2970 0.9429  0.475
H 3.4264 0.0000 -0.3617  0.441

---

Below is a molecular structure, C9H16OPPb at a distorted geometry, with properties calculated with ωB97M-V/def2-TZVPD.

The calculation puts the maximum force at 3.6 eV/A. The value obtained for the HOMO energy is -11.402 eV. For the HOMO-LUMO gap, the calculation gives 7.2 eV. As for the charge: +1.

Last column: natural (NBO) charge in e.
CARTESIAN COORDINATES (ANGSTROEM)
C -0.5874 -3.4168 -0.3890  -0.392
C 0.7993 -3.2958 -0.7712  -0.299
C 0.8833 -2.3510 -1.8123  -0.288
C -0.4348 -1.8677 -2.1002  -0.335
C -1.3495 -2.5469 -1.2396  -0.317
Pb -0.0780 -0.9463 0.6328  1.094
P 0.1857 -0.9952 3.2857  -0.135
H -0.9846 -4.0861 0.3664  0.243
H 1.6239 -3.8264 -0.2925  0.243
H 1.8028 -1.9818 -2.2860  0.241
H -2.4366 -2.3946 -1.1992  0.244
H -0.6950 -1.1249 -2.8407  0.237
H 1.2306 -0.0044 3.4269  0.131
H 0.5023 -2.3777 3.5559  0.138
H -1.1543 -0.5205 3.5807  0.116
C -0.8756 2.9090 -0.1574  -0.442
C 0.4605 3.1694 -0.8269  -0.430
C 1.1184 1.8116 -0.7643  -0.069
O 0.7822 1.3597 0.6355  -0.621
C -0.4987 2.0669 1.0285  -0.076
H -1.4568 3.7764 0.1096  0.248
H -1.5328 2.3325 -0.8103  0.213
H 1.0253 3.8443 -0.1794  0.218
H 0.4285 3.6219 -1.8005  0.247
H 0.6567 1.1237 -1.4846  0.185
H 2.2170 1.7604 -0.9217  0.227
H -0.3741 2.6554 1.9871  0.215
H -1.2581 1.3051 1.2666  0.163